<1>
This record from OMol25 describes 2 unconnected molecules or ions with the total composition HNO3S. The level of theory is ωB97M-V/def2-TZVPD.

Values from the calculation:
Gap between HOMO and LUMO (alpha / beta) (eV): 7.548 / 7.549

CARTESIAN COORDINATES (ANGSTROEM)
S  0.198  0.775  -0.637
O  1.585  0.489  0.389
O  -0.945  -1.212  -0.334
O  -0.943  1.194  0.092
N  -1.764  -0.861  0.337
H  1.868  -0.386  0.153

<2>
This record from OMol25 describes 2 unconnected molecules or ions with the total composition HNO3S. The level of theory is ωB97M-V/def2-TZVPD.

Values from the calculation:
Gap between HOMO and LUMO (alpha / beta) (eV): 8.680 / 7.458

CARTESIAN COORDINATES (ANGSTROEM)
S  -1.478  1.128  -0.423
O  1.604  -1.120  -0.802
O  -1.797  -0.345  0.221
O  2.348  0.704  0.183
N  1.632  -0.041  -0.303
H  -2.308  -0.326  1.124

<3>
This record from OMol25 describes a single HNO3S molecule. The level of theory is ωB97M-V/def2-TZVPD.

Values from the calculation:
Structure (SMILES): O=S(O)#[N+][O-]
Gap between HOMO and LUMO (eV): 8.025

CARTESIAN COORDINATES (ANGSTROEM)
S  -0.732  0.799  -0.181
O  0.501  0.768  0.976
O  0.213  -1.725  0.114
O  -0.246  1.385  -1.394
N  -0.431  -1.136  -0.663
H  0.695  -0.091  1.147

<4>
This record from OMol25 describes a single HNO3S molecule. The level of theory is ωB97M-V/def2-TZVPD.

Values from the calculation:
Gap between HOMO and LUMO (eV): 10.130

CARTESIAN COORDINATES (ANGSTROEM)
S  1.474  0.276  -0.623
O  -0.312  -1.399  0.771
O  -1.794  0.048  1.117
O  0.046  0.741  0.042
N  -0.776  -0.348  0.700
H  1.363  0.681  -2.007

Which of them is the least stable? Correct choice: <2>.

<1>
This record from OMol25 describes a molecular structure, C16H35N7O7P2Y. The level of theory is ωB97M-V/def2-TZVPD.

Values from the calculation:
Charge: +3
Gap between HOMO and LUMO (eV): 6.819

CARTESIAN COORDINATES (ANGSTROEM)
Y  -0.795  0.009  -0.467
P  1.923  -1.751  0.235
P  -0.717  -3.051  0.500
O  1.056  -0.524  0.583
O  1.105  1.855  -1.772
O  -1.755  2.255  0.292
O  -2.408  0.918  -2.073
O  -1.258  -2.077  -0.560
O  -0.200  6.249  -1.465
O  0.895  -3.002  0.344
N  -1.205  -4.548  0.262
N  -1.378  1.460  -2.467
N  0.602  4.138  -1.720
N  2.387  -1.767  -1.319
N  -1.072  -2.428  1.957
N  3.157  -1.916  1.226
N  -1.060  2.587  -1.860
C  -1.159  -5.137  -1.088
C  3.373  -1.076  2.413
C  -1.634  5.149  0.848
C  0.383  2.827  -1.828
C  -3.181  4.512  -2.736
C  -2.954  5.052  -1.330
C  3.656  -1.136  -1.732
C  4.111  -3.025  1.047
C  -1.662  4.567  -0.585
C  -2.089  -1.391  2.061
C  -0.425  5.094  -1.360
C  1.398  -1.926  -2.373
C  -0.236  -2.651  3.146
C  -1.619  3.095  -0.569
C  -1.396  -5.502  1.367
C  -0.339  4.896  1.610
H  -2.578  -1.441  3.035
H  5.121  -2.626  0.958
H  4.369  -0.637  2.361
H  -2.492  4.736  1.383
H  -3.801  4.830  -0.679
H  3.473  -0.150  -2.162
H  -3.466  3.457  -2.745
H  4.319  -1.025  -0.879
H  0.747  -1.033  -2.540
H  -1.660  -0.358  2.036
H  -4.005  5.058  -3.191
H  -2.313  4.658  -3.383
H  3.876  -3.595  0.150
H  -0.865  -2.899  4.000
H  -0.129  3.831  1.735
H  0.447  -3.481  2.976
H  0.345  -1.755  3.378
H  -0.305  -5.807  -1.188
H  4.142  -1.768  -2.474
H  1.920  -2.055  -3.320
H  -1.599  -4.975  2.295
H  4.072  -3.690  1.909
H  -0.519  -6.139  1.487
H  -2.873  -1.512  1.314
H  -2.847  6.137  -1.355
H  2.636  -0.279  2.454
H  -0.413  5.324  2.607
H  -1.810  6.219  0.750
H  -1.106  -4.355  -1.843
H  1.549  4.508  -1.768
H  -2.075  -5.702  -1.247
H  -2.256  -6.127  1.133
H  0.767  -2.796  -2.215
H  0.518  5.373  1.128
H  3.306  -1.683  3.316

<2>
This record from OMol25 describes a molecular structure, C16H35N7O7P2Y. The level of theory is ωB97M-V/def2-TZVPD.

Values from the calculation:
Charge: +3
Gap between HOMO and LUMO (eV): 6.510

CARTESIAN COORDINATES (ANGSTROEM)
Y  -0.115  0.857  -0.329
P  -2.184  0.991  2.040
P  -1.624  -1.696  0.893
O  -0.241  -1.012  0.664
O  4.516  -0.427  -4.241
O  -2.434  -0.579  1.733
O  -1.841  1.610  0.649
O  0.365  -1.060  -2.396
O  0.045  2.485  -1.794
O  2.254  1.394  -0.675
N  1.306  1.020  -2.732
N  0.125  1.486  -2.533
N  -1.499  -3.049  1.695
N  -0.828  1.072  2.931
N  -2.475  -1.846  -0.469
N  -3.492  1.594  2.680
N  2.415  -0.883  -3.488
C  3.629  -0.065  -3.554
C  -2.711  -3.847  2.032
C  0.279  1.927  2.515
C  3.966  2.461  -3.516
C  5.010  0.958  -1.717
C  3.780  1.184  -2.625
C  -2.340  -3.060  -1.314
C  -0.480  0.037  3.924
C  1.284  -0.483  -2.922
C  2.542  1.316  -1.840
C  2.812  2.887  -4.408
C  -2.937  -0.664  -1.202
C  -4.687  1.945  1.864
C  -3.741  1.616  4.149
C  4.996  -0.338  -0.922
C  -0.241  -3.610  2.239
H  -0.092  0.516  4.821
H  -1.670  -2.865  -2.150
H  -2.133  -0.079  -1.707
H  -2.593  -4.850  1.627
H  4.269  3.261  -2.839
H  1.037  1.374  1.911
H  0.851  2.276  3.374
H  -0.079  2.819  2.004
H  -2.799  1.613  4.693
H  -3.601  -3.390  1.603
H  -3.515  -0.006  -0.562
H  4.992  -1.216  -1.571
H  -3.327  -3.332  -1.682
H  -1.362  -0.535  4.205
H  -5.040  2.913  2.208
H  4.841  2.205  -4.116
H  -3.569  -0.985  -2.027
H  5.871  0.984  -2.386
H  5.900  -0.414  -0.320
H  5.099  1.833  -1.070
H  -4.257  2.544  4.376
H  -4.414  2.033  0.814
H  1.982  3.338  -3.859
H  -2.813  -3.883  3.114
H  -1.949  -3.885  -0.725
H  4.156  -0.409  -0.226
H  -5.455  1.185  1.993
H  0.274  -0.640  3.515
H  0.607  -3.002  1.940
H  -0.116  -4.618  1.848
H  3.169  3.653  -5.095
H  -0.309  -3.638  3.325
H  -4.350  0.761  4.435
H  2.510  -1.856  -3.772
H  2.433  2.072  -5.030

Which of them is the least stable? Correct choice: <2>.

<1>
This record from OMol25 describes a gas-phase ion, C7H12N3 (charge +1). The level of theory is ωB97M-V/def2-TZVPD.

Values from the calculation:
Structure (SMILES): C/C1=N\CC[N+](C)=C=CN1
Charge: +1
Gap between HOMO and LUMO (eV): 9.498

CARTESIAN COORDINATES (ANGSTROEM)
N  0.630  -0.688  0.026
N  1.601  1.344  -0.074
N  -1.689  0.392  -0.222
C  -1.625  -0.859  -0.829
C  0.382  1.907  -0.334
C  -0.489  -1.569  -0.005
C  -2.759  0.617  0.845
C  -0.643  1.122  -0.276
C  3.217  -0.416  0.152
C  1.714  0.009  0.009
H  -3.683  0.498  0.267
H  0.251  2.922  -0.686
H  -2.592  -1.313  -0.768
H  -1.118  -0.970  -1.912
H  3.187  -1.423  -0.227
H  2.395  1.754  -0.389
H  3.919  0.255  -0.213
H  -2.623  -0.173  1.715
H  3.577  -0.568  1.155
H  -2.471  1.512  1.247
H  -0.829  -1.831  1.035
H  -0.353  -2.524  -0.515

<2>
This record from OMol25 describes a gas-phase ion, C7H12N3 (charge +1). The level of theory is ωB97M-V/def2-TZVPD.

Values from the calculation:
Structure (SMILES): CN1CC[N+](C)=C1CC#N
Charge: +1
Gap between HOMO and LUMO (eV): 10.621

CARTESIAN COORDINATES (ANGSTROEM)
N  -2.912  0.403  -2.197
N  0.598  -0.179  -0.671
N  -0.751  0.131  0.966
C  1.237  -0.066  -1.992
C  -1.124  1.711  -0.908
C  -0.311  0.584  -0.195
C  -1.835  0.785  1.762
C  0.886  -1.408  0.194
C  0.124  -1.000  1.506
C  -2.152  0.992  -1.562
H  0.731  -0.662  2.266
H  -0.487  -1.932  1.852
H  1.696  0.913  -2.030
H  -0.646  2.176  -1.704
H  -1.567  2.303  -0.119
H  -1.686  1.895  1.646
H  -2.804  0.517  1.351
H  -1.746  0.347  2.719
H  0.514  -2.213  -0.450
H  2.017  -0.801  -2.091
H  0.523  -0.063  -2.813
H  1.969  -1.424  0.473

<3>
This record from OMol25 describes a gas-phase ion, C7H12N3 (charge +1). The level of theory is ωB97M-V/def2-TZVPD.

Values from the calculation:
Structure (SMILES): CN/C=N\CCC#CC=[NH2+]
Charge: +1
Gap between HOMO and LUMO (eV): 6.515

CARTESIAN COORDINATES (ANGSTROEM)
N  -0.725  -0.003  0.773
N  -2.377  -1.050  -0.594
N  4.596  -0.472  0.658
C  2.654  0.748  -0.237
C  -1.356  -0.960  0.277
C  1.498  1.023  -0.545
C  -3.528  -1.824  -0.096
C  0.237  1.697  -0.726
C  -1.007  1.256  0.216
C  3.928  0.588  0.240
H  5.510  -0.255  1.012
H  -0.189  1.490  -1.806
H  4.387  1.512  0.039
H  4.112  -1.277  0.911
H  -1.167  2.053  0.951
H  0.590  2.720  -0.503
H  -1.172  -1.946  0.677
H  -3.708  -1.377  0.893
H  -1.970  1.166  -0.342
H  -4.339  -1.899  -0.773
H  -2.688  -0.322  -1.176
H  -3.289  -2.868  0.151

<4>
This record from OMol25 describes a molecular structure, C7H12N3. The level of theory is ωB97M-V/def2-TZVPD.

Values from the calculation:
Charge: +1
Gap between HOMO and LUMO (eV): 9.029

CARTESIAN COORDINATES (ANGSTROEM)
N  -3.272  0.861  -0.112
N  -2.072  1.331  -0.205
N  0.633  -1.077  -0.299
C  0.337  0.426  -0.016
C  0.847  0.656  1.376
C  -1.123  0.383  -0.014
C  -0.990  -2.044  0.293
C  -3.194  -0.422  -0.067
C  1.015  1.178  -1.153
C  -1.817  -0.845  0.103
H  1.994  0.568  1.326
H  0.577  1.695  1.863
H  0.515  -0.059  2.005
H  -2.010  2.387  -0.030
H  1.284  2.235  -0.805
H  -0.991  -2.943  -0.227
H  1.451  -1.501  0.216
H  1.965  0.606  -1.482
H  0.381  1.127  -1.982
H  -0.971  -2.231  1.491
H  -4.150  -1.062  -0.226
H  0.388  -1.168  -1.290

Which of them is the least stable? Correct choice: <3>.

<1>
This record from OMol25 describes 2 unconnected molecules or ions with the total composition C7H12N3. The level of theory is ωB97M-V/def2-TZVPD.

Values from the calculation:
Charge: +1
Gap between HOMO and LUMO (eV): 5.486

CARTESIAN COORDINATES (ANGSTROEM)
N  2.276  1.302  -0.371
N  0.201  0.453  -0.410
N  -4.274  -0.365  -0.489
C  3.686  1.562  -0.278
C  -4.246  0.948  0.127
C  1.277  -1.712  1.019
C  -0.964  0.342  -0.329
C  1.908  -1.224  -0.261
C  1.526  0.286  -0.346
C  -3.465  -1.302  -0.483
H  4.424  0.866  -0.694
H  1.413  -1.947  -0.894
H  2.921  -1.385  -0.294
H  -3.264  1.338  -0.054
H  0.269  -1.991  0.856
H  -4.435  0.843  1.294
H  -4.928  1.671  -0.396
H  1.165  -0.904  1.770
H  3.906  1.809  0.708
H  -5.092  -0.623  -1.066
H  3.822  2.523  -0.841
H  1.874  -2.490  1.432

<2>
This record from OMol25 describes a gas-phase ion, C7H12N3 (charge +1). The level of theory is ωB97M-V/def2-TZVPD.

Values from the calculation:
Structure (SMILES): C/C=N/C(=[NH2+])CC=C=CN
Charge: +1
Gap between HOMO and LUMO (eV): 7.708

CARTESIAN COORDINATES (ANGSTROEM)
N  -1.389  0.166  0.189
N  3.891  -1.197  -0.392
N  -1.396  2.347  0.642
C  -1.513  -1.019  0.579
C  1.422  1.408  0.302
C  -2.567  -1.992  0.049
C  2.775  -0.781  0.289
C  0.379  1.520  -0.737
C  2.184  0.377  0.331
C  -0.906  1.315  -0.032
H  1.398  2.075  1.221
H  -2.273  -3.052  0.274
H  4.638  -0.494  -0.748
H  -2.336  2.253  0.941
H  4.317  -2.100  0.044
H  -2.809  -1.726  -0.925
H  -1.164  3.244  0.458
H  -0.668  -1.284  1.189
H  0.292  2.437  -1.341
H  -3.424  -1.886  0.646
H  2.259  -1.537  0.844
H  0.634  0.852  -1.509

Which of them is the least stable? Correct choice: <1>.